C52H45IrN6P2S as an isolated structure in a non-equilibrium geometry, computed with the ωB97M-V functional and the def2-TZVPD basis.

As for the spin multiplicity: 2. Its net charge is +3. The calculation puts the energy above the lowest of the compared OMol25 structures with the same formula, charge and spin at 188.2 kJ/mol. The calculation puts the frontier orbital gap (spin up / spin down) at 6.0 / 2.3 eV. The value obtained for the LUMO energy (spin up / spin down) is -8.4 / -12.1 eV. The total energy is -95820.7472 eV.

Structure (XYZ):
```
107
Properties=species:S:1:pos:R:3:forces:R:3
Ir -0.276303 -0.244346 -0.060211 1.314 0.944 1.514
S -2.489582 -0.794370 1.168371 0.757 0.632 -0.058
P 0.625016 -0.907064 2.401936 -0.387 0.259 -0.594
P 1.719059 -1.625385 -0.842749 -0.423 0.435 0.322
N -1.593499 -1.519991 -1.809071 0.085 0.314 0.649
N -3.510594 -2.505397 -0.800113 -0.154 0.072 0.954
N -1.576231 1.512281 -0.868679 0.520 -1.393 0.413
N -4.524780 -2.472140 1.151969 0.768 0.259 -0.672
N 1.114064 1.613840 0.206119 -0.681 -2.162 -0.141
N 0.204435 10.055506 -2.683829 0.094 1.819 -0.613
C 0.294373 -3.898837 -1.488488 0.045 0.052 0.055
C -2.523977 3.499830 -1.534807 0.687 -0.500 0.156
C -0.521074 -1.792810 3.511010 -0.138 0.047 -0.423
C -2.749778 -2.177119 -1.941455 0.338 0.171 -0.620
C 2.882729 -0.605631 -1.808160 -0.430 0.236 0.248
C 0.087631 7.630713 -1.874891 0.018 1.394 -0.365
C 1.940943 -4.655322 -3.581317 -0.034 -0.166 -0.043
C 2.153375 -3.440823 -2.951860 -0.065 0.249 0.157
C 2.704632 -2.627292 0.363723 -0.070 0.353 0.154
C -0.912371 -1.234916 -2.919882 0.154 0.049 -0.697
C 0.928505 2.961204 -0.040359 -0.071 0.911 -0.263
C -0.560530 7.319372 -0.680180 -0.765 -1.117 1.522
C 0.923072 -5.497772 -3.159324 0.043 0.076 0.029
C -1.314523 -1.582307 -4.192395 -0.158 -0.005 0.193
C 2.076227 3.682079 0.431321 -0.454 -0.602 -0.324
C -0.049726 2.785942 3.893609 0.085 0.056 0.016
C 0.906149 0.689085 3.207807 0.045 0.001 -0.219
C 3.138736 1.270054 -3.309296 0.088 0.009 -0.023
C 0.092961 -5.113780 -2.113815 -0.026 0.032 -0.007
C 2.316720 1.497809 0.749261 0.116 0.438 -0.179
C -1.346302 2.873680 -0.999906 0.011 0.853 -0.222
C 1.175924 3.162922 4.432140 -0.041 -0.099 -0.130
C 4.481892 0.964513 -3.461702 -0.031 -0.073 0.059
C 2.131888 -1.947170 2.728117 -0.100 0.170 -0.479
C 2.349080 0.495630 -2.482334 -0.121 -0.065 0.001
C -3.499935 -1.945280 0.449760 0.369 0.206 -0.125
C -2.061214 -3.347938 5.216774 0.031 0.177 0.004
C -5.175171 -3.383171 0.376145 -0.005 -0.447 -1.034
C 4.238354 -0.894852 -1.949804 -0.160 -0.067 0.081
C -0.864928 -1.308904 4.768515 0.198 0.103 -0.255
C 2.268698 2.317996 4.333408 -0.016 0.051 0.020
C -2.812381 1.310420 -1.292200 -0.542 0.492 -0.320
C 2.947292 2.755058 0.925609 -0.110 -0.294 -0.057
C 3.217387 -2.018388 1.662786 0.012 -0.027 0.007
C -4.851876 -2.110142 2.502876 -0.063 0.325 0.843
C -3.250589 -2.542822 -3.194470 0.101 0.044 0.218
C -2.523877 -2.242402 -4.330006 0.160 0.049 0.181
C -0.183599 1.558253 3.275602 0.109 -0.161 -0.062
C -3.443253 2.512105 -1.714982 0.106 -0.502 0.135
C 0.664514 6.622085 -2.644525 0.631 -2.059 -0.615
C -4.552380 -3.418827 -0.824135 -0.803 -0.510 0.460
C 0.159605 8.974199 -2.318365 -0.134 -2.122 0.751
C -0.080910 4.984381 -1.037583 -0.011 -0.983 0.296
C -0.177685 3.548445 -0.658851 -0.024 -0.957 0.289
C 1.331817 -3.063500 -1.896621 -0.435 0.285 0.107
C -0.648503 5.999719 -0.271266 -0.515 1.754 0.507
C -1.625189 -2.095204 5.617241 -0.137 -0.148 0.100
C 0.591001 5.309889 -2.216608 0.646 1.159 -1.298
C -0.970396 -3.050517 3.103410 0.107 0.083 0.051
C 2.143498 1.088105 3.711062 -0.324 -0.225 0.130
C 5.025533 -0.110566 -2.776326 0.102 0.044 -0.050
C -1.735173 -3.825033 3.954032 0.062 -0.029 -0.059
H 3.008862 0.448296 3.634168 0.107 -0.081 0.020
H 2.589688 -4.946275 -4.392321 0.043 -0.075 -0.092
H 2.715053 2.110301 -3.839633 -0.061 0.039 -0.037
H 6.071042 -0.343686 -2.893386 0.147 -0.047 0.008
H 0.013202 -0.693755 -2.789869 -0.108 -0.057 -0.065
H -1.130107 1.256124 2.843672 -0.119 0.063 0.036
H 2.185937 4.747966 0.409456 0.113 0.284 -0.033
H -0.524743 -0.337898 5.094577 0.012 0.047 0.060
H 3.695866 -1.053025 1.498344 0.107 -0.006 -0.001
H -6.025799 -3.935063 0.725337 -0.080 -0.093 0.053
H 0.783312 -6.459139 -3.627061 -0.021 -0.078 -0.117
H 4.687207 -1.731903 -1.436754 0.060 -0.072 0.042
H 2.732422 0.536462 0.982159 0.039 -0.110 0.024
H -4.027474 -2.361948 3.172604 -0.028 -0.046 -0.053
H 1.279608 4.119897 4.914342 0.009 0.152 0.121
H 5.101280 1.560222 -4.112556 0.104 0.062 -0.060
H -5.021074 -1.035108 2.572232 -0.072 -0.056 -0.038
H 3.223272 2.614376 4.737243 0.113 0.052 0.067
H 1.160198 6.864523 -3.570467 0.070 0.069 -0.105
H -0.703250 -5.760867 -1.780035 -0.067 -0.118 0.008
H -4.199164 -3.041128 -3.297876 -0.072 0.019 0.053
H 3.993465 -2.685464 2.049791 0.013 0.130 -0.038
H 2.962833 -2.800641 -3.266267 0.078 0.047 -0.112
H -4.440159 2.597948 -2.095548 -0.240 0.009 -0.072
H 1.305948 0.757584 -2.349862 0.032 0.046 0.041
H -0.705481 -3.418495 2.119347 -0.025 -0.085 -0.090
H 2.053662 -3.475554 0.602880 0.085 0.012 -0.122
H 2.546310 -1.600597 3.679906 -0.229 -0.013 -0.032
H -1.865573 -1.730194 6.602416 -0.055 0.052 0.125
H -2.650827 -3.952225 5.886089 -0.067 -0.098 0.111
H 3.543071 -3.027179 -0.216306 -0.215 0.005 -0.060
H -2.903199 -2.510551 -5.301876 -0.067 -0.070 -0.130
H -4.758848 -4.056931 -1.655464 -0.015 -0.065 -0.154
H -1.157917 5.763984 0.650829 -0.041 -0.074 0.056
H -2.066549 -4.805042 3.649015 -0.028 -0.123 -0.072
H -0.996073 8.106256 -0.084745 -0.041 0.085 0.061
H -5.749503 -2.638860 2.814019 0.035 -0.014 -0.097
H 1.744934 -2.956143 2.898611 -0.025 0.126 0.015
H 3.907767 2.927057 1.366802 0.228 -0.004 0.092
H -0.896504 3.449622 3.962034 -0.125 0.079 0.029
H -0.705383 -1.326683 -5.041269 0.099 0.053 -0.129
H -2.629840 4.544624 -1.741734 -0.092 0.320 -0.085
H 1.039964 4.527908 -2.809810 0.023 -0.070 -0.017
H -0.346842 -3.582901 -0.673672 -0.047 -0.084 0.072
H -3.269371 0.339005 -1.301402 0.049 -0.103 0.042
```
Forces are in eV/Å.

These are the Löwdin partial charges, in e, on atoms 1 to 99: 0.83, 0.73, 1.03, 0.99, 0.04, 0.03, -0.04, -0.11, -0.02, 0.31, -0.13, 0.00, -0.41, -0.25, -0.37, -0.13, -0.04, -0.06, -0.30, -0.16, -0.25, 0.07, -0.04, 0.00, 0.01, -0.05, -0.40, -0.06, -0.05, -0.18, -0.25, -0.04, -0.04, -0.28, -0.13, -0.61, -0.05, 0.01, -0.08, -0.06, -0.05, -0.17, -0.02, -0.27, -0.01, 0.03, 0.00, -0.11, -0.03, 0.07, -0.01, -0.07, -0.12, -0.05, -0.38, 0.06, -0.04, 0.07, -0.14, -0.09, -0.04, -0.07, 0.11, 0.12, 0.11, 0.12, 0.06, 0.09, 0.12, 0.11, 0.09, 0.15, 0.12, 0.11, 0.07, 0.08, 0.12, 0.12, 0.10, 0.12, 0.15, 0.11, 0.12, 0.13, 0.11, 0.11, 0.06, 0.10, 0.10, 0.10, 0.12, 0.12, 0.10, 0.13, 0.13, 0.15, 0.12, 0.15, 0.11